# 1
ORCA calculation (wB97M-V/def2-TZVPD) on a molecular structure, C17H34CoNO2P2 in a non-equilibrium geometry.

Summary:
<S²>: 6.1088
energy: -79962.836 eV
2S+1: 5
molecular weight: 405.34 u
Kohn-Sham gap (alpha / beta): 0.1622 / 0.2228 Ha
maximum force: 3.10 eV Å⁻¹

CARTESIAN COORDINATES (ANGSTROEM)
C -0.737 0.741 -4.515
C -0.825 0.257 -3.201
N 0.001 0.801 -2.237
C 0.787 1.842 -2.515
C 0.807 2.416 -3.773
C 0.045 1.850 -4.797
C -1.699 -0.788 -2.742
P -1.934 -0.781 -0.962
Co -0.018 -0.044 -0.328
P 1.803 1.017 -0.074
C 1.659 2.334 -1.377
O -0.442 -3.092 -3.236
O 0.613 -3.068 -1.109
H -1.352 0.236 -5.270
H 1.443 3.301 -3.934
H 0.067 2.271 -5.801
C -3.349 0.308 -0.790
C -2.398 -2.426 -0.398
H 2.664 2.587 -1.734
H 1.219 3.214 -0.885
H -0.902 -2.284 -3.155
H -2.593 -0.957 -3.338
C 2.237 1.992 1.368
C 3.349 0.190 -0.569
H 0.695 -1.785 -0.505
H 0.922 -3.751 -0.457
H 0.164 -3.228 -2.047
H 0.118 -3.019 -3.997
H -1.924 0.824 1.322
H 0.921 -1.206 -0.078
H -4.166 -0.089 -1.402
H -3.622 0.336 0.269
H -3.073 1.312 -1.137
H -3.270 -2.772 -0.963
H -1.557 -3.122 -0.514
H -2.653 -2.344 0.665
H 4.164 0.927 -0.578
H 3.557 -0.604 0.159
H 3.228 -0.250 -1.568
H 3.301 2.253 1.331
H 1.620 2.898 1.372
H 2.009 1.399 2.259
C -0.016 1.417 4.530
C -0.031 0.037 3.872
C 1.267 -0.711 4.174
C -1.219 -0.764 4.402
C -0.156 0.214 2.403
C -0.895 0.418 1.384
H 0.084 1.315 5.619
H -0.951 1.951 4.318
H 0.817 2.026 4.163
H 1.387 -0.830 5.258
H 1.242 -1.705 3.715
H 2.137 -0.172 3.785
H -2.163 -0.265 4.159
H -1.233 -1.767 3.966
H -1.145 -0.861 5.492

# 2
ORCA calculation (wB97M-V/def2-TZVPD) on a molecular structure, C17H34N4P2Sc.

Summary:
energy: -63398.460 eV
ΔE to the lowest compared entry with this formula, charge and spin: 0.079 eV
molecular weight: 401.39 u
charge: +3
Kohn-Sham gap: 0.3221 Ha
maximum force: 0.35 eV Å⁻¹

CARTESIAN COORDINATES (ANGSTROEM)
Sc -0.151 -0.034 -0.057
C 1.852 -1.242 1.975
C 1.779 -2.257 0.856
N 0.428 -2.279 0.220
C -0.585 -3.064 0.967
C -1.342 -2.201 1.930
C -1.988 -2.734 3.028
C -2.683 -1.882 3.874
C -2.688 -0.520 3.609
C -2.025 -0.056 2.492
C -2.018 1.403 2.135
N -0.864 1.749 1.268
C 0.348 2.217 2.003
C 1.124 1.053 2.569
N 1.513 0.125 1.463
N -1.370 -0.882 1.647
H 1.137 -1.477 2.763
H 2.844 -1.246 2.429
H 2.500 -2.000 0.077
H 2.047 -3.250 1.224
H 0.539 -2.746 -0.673
H -1.285 -3.484 0.240
H -0.124 -3.909 1.483
H -1.942 -3.797 3.221
H -3.199 -2.273 4.741
H -3.196 0.174 4.266
H -2.932 1.635 1.582
H -2.031 2.025 3.032
H -1.160 2.537 0.704
H 0.966 2.765 1.286
H 0.073 2.923 2.790
H 2.005 1.404 3.109
H 0.522 0.481 3.275
H 2.354 0.506 1.027
C 1.043 -2.395 -3.107
P 1.153 -0.697 -2.469
C 2.941 -0.347 -2.412
C 0.543 0.357 -3.829
C 0.508 1.815 -3.388
P -0.579 2.010 -1.935
C -2.271 1.935 -2.596
C -0.367 3.745 -1.433
H 1.514 -2.445 -4.090
H 0.004 -2.711 -3.208
H 1.575 -3.101 -2.465
H 3.347 -0.374 -3.426
H 3.463 -1.104 -1.827
H 3.159 0.634 -1.989
H -0.450 0.003 -4.119
H 1.187 0.222 -4.701
H 0.155 2.465 -4.193
H 1.505 2.174 -3.118
H -2.384 2.664 -3.402
H -2.998 2.175 -1.818
H -2.510 0.947 -2.990
H -0.513 4.387 -2.305
H 0.634 3.927 -1.043
H -1.106 4.054 -0.691

# 3
ORCA calculation (wB97M-V/def2-TZVPD) on 5 unconnected molecules or ions with the total composition C17H34O7S2 in a non-equilibrium geometry.

Summary:
energy: -54182.488 eV
ΔE to the lowest compared entry with this formula, charge and spin: 0.000 eV
SMILES: O=S1(=O)CCCC1.O=S1(=O)CCCC1.CC(C)=O.CC(C)=O.CC(C)=O
molecular weight: 414.59 u
Kohn-Sham gap: 0.3382 Ha
maximum force: 1.57 eV Å⁻¹

CARTESIAN COORDINATES (ANGSTROEM)
O 0.460 -23.540 10.836
S -0.501 -24.586 11.108
O -1.245 -24.566 12.339
C -1.650 -24.717 9.735
C -1.171 -25.888 8.900
C -0.622 -26.905 9.901
C 0.323 -26.152 10.825
H -1.738 -23.739 9.268
H -2.618 -24.948 10.184
H -2.000 -26.333 8.348
H -0.417 -25.607 8.162
H -0.148 -27.760 9.425
H -1.451 -27.279 10.513
H 1.217 -25.891 10.260
H 0.602 -26.683 11.729
O 3.611 -26.385 10.371
S 4.360 -25.325 11.003
O 4.428 -25.204 12.436
C 6.006 -25.177 10.289
C 5.720 -24.650 8.924
C 4.788 -23.446 9.147
C 3.821 -23.763 10.275
H 6.508 -26.144 10.353
H 6.500 -24.507 10.994
H 6.616 -24.366 8.376
H 5.198 -25.415 8.344
H 4.319 -23.090 8.231
H 5.426 -22.609 9.452
H 2.772 -23.894 10.014
H 3.883 -23.025 11.071
C 1.760 -24.008 14.082
C 1.081 -24.490 15.342
C 0.416 -25.856 15.311
O 1.085 -23.831 16.351
H 2.550 -23.303 14.334
H 0.998 -23.419 13.555
H 2.108 -24.795 13.423
H 0.787 -26.474 14.494
H -0.668 -25.774 15.227
H 0.623 -26.352 16.260
C 2.817 -29.113 12.675
C 1.849 -30.180 12.244
C 2.278 -31.065 11.115
O 0.750 -30.285 12.739
H 3.420 -28.773 11.832
H 3.444 -29.551 13.456
H 2.316 -28.244 13.097
H 3.360 -31.102 10.975
H 1.906 -30.611 10.188
H 1.863 -32.065 11.187
C 6.213 -27.877 13.639
C 7.159 -27.121 14.539
C 6.884 -25.652 14.748
O 8.040 -27.699 15.127
H 6.058 -27.401 12.669
H 5.256 -28.129 14.087
H 6.742 -28.810 13.421
H 5.813 -25.472 14.853
H 7.287 -25.027 13.952
H 7.332 -25.330 15.691

# 4
ORCA calculation (wB97M-V/def2-TZVPD) on 7 unconnected molecules or ions with the total composition C17H35Br10NO4 in a non-equilibrium geometry.

Summary:
energy: -728302.403 eV
ΔE to the lowest compared entry with this formula, charge and spin: 0.000 eV
SMILES: CCOC(=O)OC.CN(C)C=O.BrCCBr.BrCCBr.BrCCBr.BrCCBr.BrCCBr
molecular weight: 1116.51 u
Kohn-Sham gap: 0.3470 Ha
maximum force: 2.16 eV Å⁻¹

CARTESIAN COORDINATES (ANGSTROEM)
C 1.768 3.301 2.971
C 0.326 2.856 2.833
O 0.090 2.286 1.547
C 0.171 0.985 1.345
O 0.445 0.167 2.184
O -0.058 0.724 0.046
C 0.224 -0.610 -0.306
H 1.832 3.689 3.989
H 2.123 4.047 2.261
H 2.488 2.484 2.875
H -0.293 3.741 2.922
H 0.078 2.122 3.595
H -0.621 -1.304 -0.329
H 0.947 -1.153 0.299
H 0.590 -0.585 -1.329
C -2.742 2.831 -0.785
N -3.002 3.497 0.459
C -3.677 2.747 1.475
C -2.641 4.779 0.683
O -2.890 5.408 1.678
H -2.592 3.528 -1.609
H -3.546 2.173 -1.134
H -1.899 2.135 -0.713
H -4.546 2.181 1.119
H -3.070 1.957 1.946
H -4.032 3.360 2.298
H -2.058 5.144 -0.182
Br 3.709 -0.708 -0.821
C 4.459 -2.403 -1.372
C 5.721 -2.143 -2.197
Br 6.646 -3.886 -2.342
H 3.752 -2.932 -1.998
H 4.737 -2.884 -0.444
H 6.421 -1.516 -1.663
H 5.435 -1.793 -3.181
Br 5.060 -0.811 3.844
C 3.709 -2.156 3.325
C 2.403 -1.801 3.980
Br 1.127 -3.243 3.862
H 4.059 -3.139 3.609
H 3.687 -1.983 2.257
H 2.045 -0.842 3.611
H 2.481 -1.685 5.057
Br -2.449 -2.767 1.222
C -2.396 -1.601 2.844
C -3.725 -1.703 3.522
Br -3.616 -0.856 5.290
H -2.122 -0.643 2.428
H -1.607 -2.013 3.463
H -4.063 -2.716 3.701
H -4.521 -1.202 2.978
Br 0.033 2.440 -3.371
C 0.536 0.837 -4.422
C 1.866 0.390 -3.886
Br 2.404 -1.323 -4.664
H 0.525 1.228 -5.433
H -0.308 0.170 -4.290
H 1.824 0.250 -2.813
H 2.586 1.193 -4.032
Br -1.812 -2.235 -2.750
C -2.251 -2.592 -4.633
C -3.711 -2.433 -4.941
Br -4.063 -3.001 -6.780
H -1.956 -3.618 -4.834
H -1.633 -1.908 -5.205
H -4.086 -1.422 -4.794
H -4.318 -3.039 -4.268

# 5
ORCA calculation (wB97M-V/def2-TZVPD) on 2 unconnected molecules or ions with the total composition C17H35Br2INO3P.

Summary:
energy: -183301.616 eV
molecular weight: 619.16 u
Kohn-Sham gap: 0.1853 Ha
maximum force: 0.90 eV Å⁻¹

CARTESIAN COORDINATES (ANGSTROEM)
C 4.589 -1.988 -0.128
O 3.988 -0.869 -0.723
C 4.360 0.333 -0.059
C 3.539 1.528 -0.557
C 2.213 1.124 -1.186
C 1.175 2.257 -1.227
C 1.019 2.990 0.114
C -0.374 3.570 0.338
C -1.369 2.428 0.396
C -2.691 2.666 1.144
C -2.816 1.911 2.488
C -3.426 0.507 2.361
C -2.876 -0.114 1.083
C -2.894 -1.646 0.994
C -1.727 -1.989 0.080
C -0.433 -2.285 0.811
O 0.632 -2.134 -0.102
C 0.591 -3.108 -1.111
I 2.247 -2.722 -2.360
C -0.783 -3.228 -1.840
P -1.314 -2.012 -3.200
O -0.376 -0.731 -2.894
Br -0.445 -2.979 -4.951
N -1.913 -3.168 -0.820
H 4.419 -2.847 -0.774
H 5.672 -1.848 -0.016
H 4.167 -2.186 0.864
H 4.207 0.205 1.019
H 5.431 0.504 -0.220
H 3.382 2.167 0.310
H 4.152 2.064 -1.284
H 2.400 0.823 -2.219
H 1.774 0.278 -0.655
H 1.428 2.967 -2.023
H 0.235 1.794 -1.541
H 1.766 3.783 0.162
H 1.167 2.262 0.929
H -0.386 4.050 1.319
H -0.619 4.346 -0.397
H -0.814 1.639 0.910
H -1.579 2.045 -0.610
H -3.537 2.464 0.481
H -2.784 3.724 1.398
H -1.815 1.796 2.910
H -3.418 2.542 3.139
H -3.050 -0.111 3.180
H -4.516 0.518 2.411
H -1.820 0.154 1.083
H -3.354 0.280 0.186
H -2.770 -2.073 1.989
H -3.843 -1.978 0.561
H -1.511 -1.124 -0.546
H -0.450 -3.330 1.161
H -0.286 -1.632 1.667
H 0.798 -4.086 -0.663
H -0.824 -4.219 -2.292
H -0.921 0.042 -2.679
H -2.822 -3.152 -1.290
H -1.879 -4.014 -0.246
Br 1.086 1.812 3.126

# 6
ORCA calculation (wB97M-V/def2-TZVPD) on 3 unconnected molecules or ions with the total composition C17H35FN4O8S.

Summary:
energy: -54083.277 eV
ΔE to the lowest compared entry with this formula, charge and spin: 5.896 eV
SMILES: O=[SH](=O)Cc1nnc(CCF)nn1.COCCOCCOC.COCCOCCOC
molecular weight: 474.55 u
Kohn-Sham gap: 0.3079 Ha
maximum force: 0.75 eV Å⁻¹

CARTESIAN COORDINATES (ANGSTROEM)
O -3.019 7.726 -3.552
S -2.799 6.355 -3.908
O -1.576 5.994 -4.556
C -3.045 5.397 -2.403
C -2.144 4.196 -2.322
N -1.454 4.027 -1.201
N -0.667 2.975 -1.136
C -0.629 2.165 -2.191
C 0.300 0.990 -2.132
C 1.613 1.330 -2.824
F 2.153 2.467 -2.252
N -1.365 2.315 -3.295
N -2.146 3.366 -3.362
H -3.818 5.911 -4.682
H -2.893 6.082 -1.579
H -4.074 5.039 -2.426
H -0.153 0.167 -2.680
H 0.466 0.707 -1.098
H 2.323 0.516 -2.731
H 1.401 1.562 -3.865
C 2.665 -3.188 1.938
O 2.335 -3.603 0.633
C 1.288 -2.825 0.083
C 1.136 -3.104 -1.395
O 2.059 -2.393 -2.209
C 3.383 -2.906 -2.253
C 3.535 -4.120 -3.140
O 3.132 -5.290 -2.453
C 3.058 -6.403 -3.314
H 1.798 -3.251 2.605
H 3.444 -3.851 2.307
H 3.045 -2.159 1.939
H 1.495 -1.757 0.231
H 0.348 -3.075 0.596
H 0.151 -2.743 -1.699
H 1.179 -4.177 -1.595
H 3.760 -3.110 -1.249
H 3.986 -2.103 -2.683
H 4.589 -4.222 -3.434
H 2.928 -3.986 -4.045
H 2.301 -6.250 -4.092
H 2.775 -7.265 -2.713
H 4.026 -6.602 -3.788
C -2.163 3.706 2.076
O -2.264 2.465 2.743
C -2.527 1.419 1.827
C -2.333 0.069 2.479
O -0.976 -0.351 2.517
C -0.168 0.238 3.524
C -0.371 -0.365 4.895
O -1.512 0.192 5.520
C -1.851 -0.497 6.701
H -3.085 3.932 1.524
H -2.002 4.478 2.825
H -1.320 3.700 1.381
H -1.855 1.499 0.963
H -3.567 1.506 1.477
H -2.842 -0.675 1.863
H -2.782 0.051 3.474
H -0.303 1.321 3.556
H 0.861 0.034 3.220
H 0.514 -0.159 5.514
H -0.488 -1.453 4.798
H -2.119 -1.539 6.486
H -2.711 0.004 7.139
H -1.024 -0.480 7.421

# 7
ORCA calculation (wB97M-V/def2-TZVPD) on a molecular structure, C17H35GeN2O4Pb in a non-equilibrium geometry.

Summary:
<S²>: 0.7544
energy: -91085.936 eV
2S+1: 2
molecular weight: 611.29 u
charge: +4
Kohn-Sham gap (alpha / beta): 0.2466 / 0.2013 Ha
maximum force: 2.41 eV Å⁻¹

CARTESIAN COORDINATES (ANGSTROEM)
Pb 1.332 0.174 -0.550
C -0.729 -0.405 2.766
C -1.465 -0.477 1.439
C -1.418 -1.876 0.851
C -2.890 0.028 1.573
O -0.789 0.452 0.487
Ge -1.842 1.249 -0.708
O -1.943 2.943 -0.654
C -2.819 3.916 -0.029
C -4.178 3.920 -0.693
C -2.078 5.258 -0.424
C -2.854 3.784 1.472
O -0.808 0.722 -2.002
C -1.333 0.479 -3.386
C -1.627 1.798 -4.069
C -0.229 -0.282 -4.108
C -2.578 -0.374 -3.237
H -1.183 -1.095 3.476
H 0.322 -0.689 2.638
H -0.773 0.599 3.190
H -1.855 -2.596 1.540
H -1.972 -1.934 -0.091
H -0.380 -2.182 0.660
H -3.480 -0.573 2.266
H -2.914 1.064 1.916
H -3.413 -0.057 0.585
H -4.109 4.075 -1.769
H -4.671 2.950 -0.515
H -4.800 4.701 -0.260
H -1.913 5.295 -1.498
H -2.751 6.059 -0.127
H -1.134 5.330 0.112
H -3.551 2.990 1.768
H -1.863 3.557 1.872
H -3.212 4.703 1.931
H -0.746 2.438 -4.102
H -1.959 1.613 -5.090
H -2.429 2.341 -3.556
H 0.662 0.344 -4.212
H 0.018 -1.209 -3.577
H -0.558 -0.551 -5.109
H -3.344 0.198 -2.669
H -3.019 -0.613 -4.204
H -2.368 -1.306 -2.707
N 2.790 -1.612 0.476
C 3.596 -2.343 0.882
N 4.503 -3.192 1.307
C 4.321 -4.003 2.521
C 5.578 -3.951 3.390
O 6.790 -4.074 2.683
C 6.953 -3.574 1.386
C 5.696 -3.524 0.513
H 4.140 -5.040 2.229
H 3.469 -3.656 3.099
H 5.595 -4.734 4.152
H 5.650 -2.998 3.950
H 7.749 -4.176 0.934
H 7.417 -2.570 1.511
H 5.556 -4.510 0.062
H 5.841 -2.807 -0.290

# 8
ORCA calculation (wB97M-V/def2-TZVPD) on 3 unconnected molecules or ions with the total composition C17H35N4O6 in a non-equilibrium geometry.

Summary:
energy: -36436.645 eV
ΔE to the lowest compared entry with this formula, charge and spin: 7.224 eV
molecular weight: 391.49 u
charge: -1
Kohn-Sham gap: 0.2267 Ha
maximum force: 8.44 eV Å⁻¹

CARTESIAN COORDINATES (ANGSTROEM)
C 4.052 1.642 -1.841
C 3.278 0.523 -0.928
C 2.212 -0.421 -1.808
N 2.417 -1.833 -1.314
C 1.157 -2.662 -1.319
N -0.017 -2.084 -0.572
C 0.335 -1.559 0.799
C -0.959 -0.601 1.257
C -0.726 0.948 0.686
C -1.609 1.299 -0.649
O -3.032 0.896 -0.572
C -3.307 0.352 -1.941
C -3.143 -1.273 -2.141
O -3.621 1.206 -2.928
C 1.555 -4.212 -0.867
O 2.845 -4.635 -0.755
O 0.527 -5.256 -0.611
H 3.294 2.498 -2.115
H 4.464 1.132 -2.837
H 4.974 2.071 -1.221
H 4.105 -0.227 -0.522
H 2.708 1.000 0.006
H 1.157 0.039 -1.598
H 2.394 -0.287 -2.979
H 3.077 -2.324 -1.980
H 0.819 -2.752 -2.461
H -0.653 -2.915 -0.383
H 0.508 -2.408 1.604
H 1.268 -0.855 0.847
H -1.134 -0.643 2.414
H -1.891 -1.082 0.689
H 0.431 1.152 0.473
H -1.019 1.740 1.525
H -1.090 0.789 -1.584
H -1.623 2.464 -0.906
H -1.982 -1.477 -2.281
H -3.578 -1.818 -1.193
H -3.704 -1.711 -3.074
C 1.706 -4.888 4.533
C 0.914 -3.693 4.079
O 1.385 -2.850 3.319
N -0.364 -3.556 4.535
C -1.096 -4.425 5.424
H 2.703 -4.855 4.085
H 1.815 -4.874 5.621
H 1.213 -5.809 4.211
H -0.828 -2.726 4.183
H -1.992 -4.769 4.900
H -1.394 -3.842 6.298
H -0.507 -5.287 5.743
C -0.089 6.760 -1.663
C -0.780 5.436 -1.835
O -0.184 4.368 -1.715
N -2.111 5.438 -2.134
C -2.986 6.571 -2.316
H 0.966 6.591 -1.428
H -0.148 7.337 -2.590
H -0.542 7.315 -0.837
H -2.501 4.508 -2.234
H -3.796 6.494 -1.587
H -3.406 6.516 -3.324
H -2.468 7.523 -2.188

Among the records above, which one has the lowest maximum force?
C17H34N4P2Sc